No. 1
{"formula": "C48H56B2F8N8", "method": "wB97M-V/def2-TZVPD", "energy_ha": -3147.33279, "mol_weight_g_mol": 918.6, "gap_ev": 6.255, "total_charge": 6, "elements": ["C", "N", "C", "C", "C", "C", "C", "C", "C", "C", "N", "C", "C", "C", "H", "H", "H", "H", "H", "H", "H", "H", "H", "H", "H", "H", "H", "H", "C", "N", "C", "C", "C", "C", "C", "C", "C", "C", "N", "C", "C", "C", "H", "H", "H", "H", "H", "H", "H", "H", "H", "H", "H", "H", "H", "H", "C", "N", "C", "C", "C", "C", "C", "C", "C", "C", "N", "C", "C", "C", "H", "H", "H", "H", "H", "H", "H", "H", "H", "H", "H", "H", "H", "H", "C", "N", "C", "C", "C", "C", "C", "C", "C", "C", "N", "C", "C", "C", "H", "H", "H", "H", "H", "H", "H", "H", "H", "H", "H", "H", "H", "H", "B", "F", "F", "F", "F", "B", "F", "F", "F", "F"], "positions_angstrom": [[-3.33, -0.13, 2.95], [-2.14, -0.04, 3.86], [-1.55, 1.11, 4.18], [-0.40, 1.20, 5.00], [0.18, 0.04, 5.48], [-0.40, -1.11, 4.97], [-1.51, -1.16, 4.18], [1.39, 0.03, 6.38], [1.58, -0.69, 7.54], [2.81, -0.82, 8.18], [3.86, -0.11, 7.69], [3.66, 0.71, 6.59], [2.53, 0.60, 5.86], [5.17, 0.10, 8.35], [-3.50, 0.88, 2.59], [-4.19, -0.50, 3.52], [-3.02, -0.80, 2.15], [-2.07, 1.96, 3.78], [0.00, 2.20, 4.99], [0.08, -2.03, 5.26], [-2.12, -2.00, 3.87], [0.71, -1.24, 7.88], [3.09, -1.47, 9.00], [4.57, 1.15, 6.20], [2.33, 1.12, 4.93], [5.38, -0.72, 9.04], [5.18, 1.11, 8.77], [5.93, -0.04, 7.59], [-3.31, -3.68, -7.04], [-3.70, -2.64, -6.15], [-5.02, -2.35, -6.25], [-5.59, -1.30, -5.49], [-4.73, -0.61, -4.61], [-3.36, -1.03, -4.48], [-2.85, -2.07, -5.27], [-5.18, 0.53, -3.83], [-5.77, 1.70, -4.50], [-6.15, 2.79, -3.82], [-5.92, 2.88, -2.46], [-5.35, 1.81, -1.83], [-4.99, 0.62, -2.42], [-6.39, 3.99, -1.71], [-2.25, -3.92, -6.99], [-3.64, -3.35, -8.03], [-3.98, -4.49, -6.75], [-5.63, -2.82, -7.01], [-6.64, -1.06, -5.60], [-2.71, -0.60, -3.74], [-1.86, -2.49, -5.17], [-5.73, 1.77, -5.58], [-6.67, 3.61, -4.30], [-5.09, 2.13, -0.83], [-4.53, -0.16, -1.84], [-5.56, 4.28, -1.06], [-7.30, 3.73, -1.18], [-6.67, 4.82, -2.37], [4.82, -1.95, 3.28], [4.16, -1.02, 2.43], [2.84, -0.93, 2.53], [2.18, 0.14, 1.90], [2.92, 1.07, 1.15], [4.26, 0.74, 1.01], [4.95, -0.20, 1.71], [2.40, 2.33, 0.49], [1.10, 2.30, -0.14], [0.48, 3.49, -0.42], [1.15, 4.70, -0.34], [2.37, 4.78, 0.18], [3.05, 3.63, 0.60], [0.40, 6.01, -0.63], [4.35, -2.93, 3.17], [4.75, -1.70, 4.34], [5.83, -2.12, 2.90], [2.41, -1.49, 3.35], [1.15, 0.41, 2.11], [4.98, 1.25, 0.39], [6.03, -0.28, 1.65], [0.46, 1.44, -0.22], [-0.48, 3.36, -0.89], [2.72, 5.75, 0.48], [4.03, 3.69, 1.05], [0.62, 6.73, 0.16], [-0.66, 5.75, -0.61], [0.74, 6.18, -1.65], [0.75, -7.00, 0.19], [1.17, -5.82, -0.57], [0.39, -5.35, -1.63], [0.81, -4.15, -2.26], [1.96, -3.51, -1.87], [2.70, -4.00, -0.74], [2.29, -5.18, -0.13], [2.35, -2.19, -2.60], [1.40, -1.23, -2.85], [1.81, 0.02, -3.24], [3.07, 0.36, -3.47], [4.03, -0.48, -3.22], [3.74, -1.77, -2.74], [3.45, 1.75, -3.90], [1.67, -7.59, 0.19], [-0.11, -7.44, -0.32], [0.64, -6.79, 1.25], [-0.40, -5.98, -2.00], [0.15, -3.80, -3.04], [3.62, -3.58, -0.37], [2.74, -5.64, 0.74], [0.33, -1.36, -2.82], [1.12, 0.82, -3.46], [5.04, -0.16, -3.42], [4.52, -2.42, -2.39], [2.70, 2.24, -4.52], [4.42, 1.77, -4.39], [3.63, 2.22, -2.93], [-2.79, 4.71, -2.46], [-3.21, 3.51, -1.96], [-2.92, 5.66, -1.54], [-1.49, 4.56, -2.59], [-3.25, 5.00, -3.68], [-1.60, 0.05, -0.33], [-1.55, 0.75, 0.83], [-2.03, 0.94, -1.25], [-0.41, -0.48, -0.83], [-2.44, -1.01, -0.14]], "mulliken_charge": [-1.0439, 0.0748, -0.0081, -0.4731, 0.4182, -0.4032, -0.6986, 0.3934, -0.4885, -0.2644, 0.0786, -0.6304, -0.7161, -0.8635, 0.3508, 0.3628, 0.4197, 0.4349, 0.5922, 0.6652, 0.5993, 0.5489, 0.5048, 0.4658, 0.5227, 0.3390, 0.3557, 0.3703, -0.9163, -0.0070, -0.3750, -0.5717, 0.6491, -0.8533, -0.1335, 0.6402, -0.7971, -0.2970, 0.1714, -0.1884, -0.6174, -0.8690, 0.2850, 0.3573, 0.4097, 0.4913, 0.5656, 0.5220, 0.3782, 0.5015, 0.4418, 0.4502, 0.6390, 0.3438, 0.3372, 0.3221, -0.9615, 0.2407, -1.3771, -0.2742, 1.1567, -0.7461, -0.5093, -0.0125, 0.2450, -0.7899, 0.1897, -0.5229, -0.6978, -0.7132, 0.4187, 0.2748, 0.3732, 0.9019, 0.7785, 0.6243, 0.5609, 0.0898, 0.7784, 0.4302, 0.6234, 0.4208, 0.1831, 0.3473, -0.7962, -0.0344, -0.3192, -0.6493, 1.2735, -0.5645, -0.6727, 0.7610, -0.6817, -0.3802, 0.1332, -0.2774, -0.8894, -0.7782, 0.4041, 0.2617, 0.3470, 0.4457, 0.5986, 0.5251, 0.5400, 0.0461, 0.5176, 0.4569, 0.6607, 0.3387, 0.3013, 0.3657, 0.1701, 0.0566, -0.3949, -0.2912, -0.3512, 0.1081, -0.1697, -0.3445, -0.1353, -0.4014]}

=====

No. 2
{"formula": "C18H37CeOP3Se", "method": "wB97M-V/def2-TZVPD", "s_squared": 0.76, "energy_ha": -4682.65424, "mol_weight_g_mol": 581.5, "gap_ev": [2.851, 2.877], "spin_multiplicity": 2, "total_charge": 3, "elements": ["Ce", "P", "P", "P", "H", "C", "C", "H", "C", "C", "C", "C", "C", "C", "C", "C", "C", "H", "H", "H", "H", "H", "H", "H", "H", "H", "H", "H", "H", "H", "H", "H", "H", "H", "H", "H", "H", "H", "H", "H", "H", "H", "H", "H", "H", "H", "C", "C", "C", "C", "C", "C", "Se", "H", "H", "H", "H", "H", "H", "O", "C"], "positions_angstrom": [[0.06, 0.00, 1.99], [-2.39, -0.11, 1.17], [0.20, -2.50, 1.58], [0.02, 2.49, 1.52], [1.62, -0.89, -0.38], [1.60, 0.03, 0.17], [2.27, 0.08, 1.50], [2.74, -0.82, 1.88], [-2.65, -0.14, -0.59], [-3.27, -1.52, 1.79], [-3.40, 1.24, 1.73], [1.88, -3.08, 1.57], [-0.60, -3.54, 2.72], [-0.40, -2.98, -0.05], [1.65, 3.19, 1.48], [-0.85, 3.47, 2.68], [-0.64, 2.91, -0.10], [1.55, 0.94, -0.41], [2.66, 1.02, 1.86], [-3.74, -0.19, -0.73], [-2.19, -1.01, -1.06], [-2.26, 0.75, -1.08], [-4.30, -1.37, 1.43], [-3.27, -1.54, 2.88], [-2.90, -2.47, 1.41], [-4.41, 0.98, 1.39], [-3.11, 2.20, 1.31], [-3.40, 1.32, 2.83], [1.79, -4.15, 1.40], [2.37, -2.90, 2.54], [2.50, -2.63, 0.78], [-0.69, -4.51, 2.23], [-1.60, -3.20, 3.04], [0.02, -3.64, 3.62], [-0.11, -4.03, -0.15], [0.05, -2.39, -0.86], [-1.49, -2.89, -0.12], [1.47, 4.25, 1.27], [2.29, 2.77, 0.69], [2.16, 3.08, 2.44], [-0.80, 4.48, 2.28], [-0.36, 3.43, 3.66], [-1.90, 3.17, 2.81], [-0.47, 3.99, -0.20], [-1.72, 2.71, -0.17], [-0.13, 2.38, -0.91], [0.93, 0.10, -4.66], [2.03, -0.09, -3.80], [3.33, -0.03, -4.30], [3.56, 0.21, -5.66], [2.47, 0.40, -6.52], [1.17, 0.34, -6.03], [-0.88, 0.04, -4.08], [-0.51, -0.24, -2.62], [1.86, -0.28, -2.74], [4.17, -0.18, -3.63], [4.58, 0.26, -6.05], [2.63, 0.59, -7.58], [0.32, 0.49, -6.70], [-0.92, 0.01, 5.33], [-0.62, 0.00, 4.22]], "mulliken_charge": [-0.7229, 0.8950, 1.3604, 1.2680, 0.4606, -0.4979, -1.0952, 0.3165, -1.3003, -1.3749, -1.3890, -1.5428, -1.2584, -1.2695, -1.5096, -1.2548, -1.3161, 0.6341, 0.3238, 0.4972, 0.4037, 0.3722, 0.5317, 0.4245, 0.3813, 0.5495, 0.3786, 0.4456, 0.5023, 0.4623, 0.4372, 0.4616, 0.3450, 0.4642, 0.5885, 0.2147, 0.3861, 0.5164, 0.4448, 0.4520, 0.4609, 0.4456, 0.3565, 0.5870, 0.3606, 0.3059, 0.1772, 0.5265, -0.4734, -0.5745, -0.5904, -0.5173, 0.1442, -0.2088, -0.0574, 0.3648, 0.3914, 0.3951, 0.3352, -0.1092, 0.6938]}

=====

No. 3
{"formula": "C32H36ClF3N7PPdS", "method": "wB97M-V/def2-TZVPD", "energy_ha": -3250.07912, "mol_weight_g_mol": 780.6, "gap_ev": 5.763, "total_charge": 4, "elements": ["Pd", "N", "N", "C", "N", "S", "H", "H", "H", "H", "H", "Cl", "C", "C", "C", "C", "C", "C", "P", "C", "C", "C", "C", "C", "C", "C", "C", "C", "C", "C", "C", "H", "H", "H", "H", "H", "H", "H", "H", "H", "H", "H", "H", "H", "H", "F", "C", "F", "F", "C", "C", "C", "N", "C", "C", "H", "H", "H", "H", "C", "C", "N", "C", "N", "C", "C", "C", "N", "C", "H", "H", "H", "H", "H", "H", "H", "H", "H", "H", "H", "H", "H"], "positions_angstrom": [[-0.33, 0.16, 0.49], [-2.69, 0.41, -0.04], [-3.04, 1.57, -0.74], [-2.16, 2.57, -0.87], [-2.54, 3.69, -1.44], [-0.52, 2.46, -0.32], [-2.95, -0.40, -0.61], [-3.24, 0.36, 0.81], [-4.01, 1.69, -1.00], [-3.48, 3.85, -1.79], [-1.88, 4.45, -1.57], [0.11, -0.20, -2.04], [-0.96, -1.54, -2.45], [-1.44, -1.66, -3.73], [-2.29, -2.74, -4.01], [-2.63, -3.64, -3.02], [-2.13, -3.51, -1.73], [-1.26, -2.45, -1.44], [-0.34, -2.33, 0.09], [-1.09, -3.35, 1.30], [-0.28, -4.19, 2.08], [-0.88, -5.11, 2.92], [-2.27, -5.17, 3.02], [-3.07, -4.30, 2.28], [-2.49, -3.38, 1.44], [1.34, -2.79, -0.23], [1.59, -3.63, -1.32], [2.87, -4.10, -1.53], [3.91, -3.73, -0.68], [3.66, -2.89, 0.40], [2.38, -2.42, 0.63], [-1.17, -0.94, -4.50], [-2.67, -2.86, -5.01], [-3.29, -4.47, -3.25], [-2.37, -4.25, -0.98], [0.80, -4.17, 1.99], [-0.27, -5.80, 3.49], [-2.73, -5.89, 3.68], [-4.15, -4.36, 2.36], [-3.12, -2.70, 0.87], [0.79, -3.93, -2.00], [3.07, -4.77, -2.36], [4.91, -4.10, -0.86], [4.47, -2.62, 1.07], [2.18, -1.79, 1.49], [-0.64, -3.96, 5.87], [-0.78, -2.67, 6.21], [0.19, -2.33, 7.04], [-1.96, -2.51, 6.80], [-0.70, -1.84, 4.93], [0.53, -1.44, 4.43], [0.57, -0.75, 3.24], [-0.54, -0.46, 2.54], [-1.73, -0.84, 3.04], [-1.85, -1.51, 4.23], [1.45, -1.65, 4.97], [1.50, -0.38, 2.84], [-2.61, -0.56, 2.48], [-2.83, -1.76, 4.62], [1.21, 4.48, 3.59], [0.14, 3.43, 3.82], [0.27, 2.38, 2.79], [1.35, 2.16, 2.03], [1.34, 1.16, 1.08], [2.45, 1.01, 0.12], [3.30, 2.26, 0.06], [3.68, 2.64, 1.46], [2.46, 2.84, 2.26], [2.54, 3.78, 3.40], [1.27, 5.15, 4.45], [0.98, 5.08, 2.71], [-0.85, 3.86, 3.74], [0.24, 2.98, 4.80], [-0.55, 1.85, 2.55], [2.05, 0.79, -0.87], [3.04, 0.14, 0.41], [2.74, 3.07, -0.41], [4.19, 2.07, -0.54], [4.24, 3.57, 1.48], [4.31, 1.88, 1.93], [3.34, 4.49, 3.18], [2.83, 3.23, 4.30]], "mulliken_charge": [0.7325, -0.2678, -0.5050, 0.6912, -0.3755, -0.1378, 0.2780, 0.2961, 0.2768, 0.2295, 0.2402, -0.1719, 1.0198, -0.6690, -0.6229, -0.8528, -0.6149, -0.8135, 1.5107, 1.0869, -0.5868, -0.8883, -0.6504, -1.0513, -0.3427, 0.6042, -0.8305, -0.8216, -0.7968, -0.8304, -0.7055, 0.5734, 0.4832, 0.5063, 0.5637, 0.4991, 0.5419, 0.4921, 0.5515, 0.5367, 0.5047, 0.5056, 0.4687, 0.5296, 0.9696, -0.1891, 0.5774, -0.2355, -0.2441, 0.2578, -1.4013, -0.5662, 1.1768, -0.8280, -0.8614, 0.6253, 0.7845, 0.3974, 0.6193, -0.6823, -0.6562, 0.2402, 0.0474, 1.5742, -0.8885, -0.7592, -0.6563, 0.0375, -0.4786, 0.4004, 0.2770, 0.3844, 0.3613, 0.0078, 0.2649, 0.1676, 0.2825, 0.4505, 0.4873, 0.2185, 0.4044, 0.2457]}

=====

No. 4
{"formula": "C17H18N4O4ReS", "method": "wB97M-V/def2-TZVPD", "s_squared": 3.77, "energy_ha": -1654.92595, "mol_weight_g_mol": 560.6, "gap_ev": [7.013, 6.339], "spin_multiplicity": 4, "total_charge": 0, "elements": ["Re", "O", "N", "C", "C", "C", "C", "C", "S", "H", "H", "H", "H", "N", "N", "H", "H", "H", "H", "O", "C", "O", "C", "C", "C", "C", "C", "C", "H", "H", "H", "H", "H", "O", "N", "C", "C", "C", "C", "C", "H", "H", "H", "H", "H"], "positions_angstrom": [[1.65, -18.38, 3.29], [-0.64, -19.49, 3.00], [-0.84, -20.43, 3.97], [-1.60, -21.47, 3.64], [-1.83, -22.53, 4.52], [-1.25, -22.39, 5.81], [-0.71, -21.17, 6.20], [-0.36, -20.19, 5.23], [0.80, -18.90, 5.44], [-1.92, -21.44, 2.63], [-2.29, -23.36, 4.09], [-1.32, -23.19, 6.53], [-0.25, -21.05, 7.19], [2.67, -20.96, 1.64], [2.16, -20.46, 2.91], [3.17, -21.77, 1.94], [3.32, -20.28, 1.31], [2.82, -20.70, 3.66], [1.25, -20.93, 3.08], [4.60, -17.24, 0.75], [3.57, -17.05, 1.35], [2.67, -17.98, 1.57], [3.15, -15.59, 1.81], [2.00, -15.32, 2.53], [1.62, -14.02, 2.69], [2.29, -12.98, 2.05], [3.50, -13.23, 1.38], [3.89, -14.53, 1.20], [0.45, -15.87, 3.80], [0.77, -13.66, 3.28], [1.81, -12.00, 2.15], [4.13, -12.44, 0.97], [4.73, -14.80, 0.66], [1.25, -16.28, 3.23], [-0.66, -15.57, 4.93], [-0.82, -14.84, 5.99], [-1.85, -15.08, 6.86], [-2.79, -16.07, 6.65], [-2.61, -16.87, 5.55], [-1.56, -16.64, 4.75], [-0.16, -14.03, 6.18], [-1.94, -14.48, 7.74], [-3.71, -16.12, 7.25], [-3.29, -17.70, 5.30], [-1.41, -17.33, 3.94]], "mulliken_charge": [0.9501, -0.6756, 0.3575, -0.2599, -0.6760, -0.2669, -0.7269, 0.4515, -0.4358, 0.4834, 0.4325, 0.3875, 0.3263, -0.6374, -0.3032, 0.2287, 0.2752, 0.3863, 0.2687, -0.6379, 0.3390, -0.6492, 0.2086, 0.9823, -0.5106, -0.5728, -0.5220, -0.8080, 0.7514, 0.2320, 0.3652, 0.3623, 0.5689, -0.2856, -0.3685, -0.2402, -0.7112, -0.1577, -0.5867, -0.4085, 0.4664, 0.3686, 0.3756, 0.3775, 0.4953]}